Formula: C14H25Cl3ORe
Source: OMol25
Level of theory: ωB97M-V with the def2-TZVPD basis set

XYZ file:
```
44
Properties=species:S:1:pos:R:3:forces:R:3:lowdin_spin:R:1
C -0.52722 0.80524 -2.30111 0.36 -0.87 -0.67 0.0551
C -1.42261 -0.14146 -1.69581 0.30 -1.62 -0.80 0.0173
C -0.63863 -1.27691 -1.21363 -0.27 -0.46 -2.53 0.0432
C -2.89402 -0.13654 -1.96682 -0.28 -0.05 0.23 0.0028
C 0.75648 -1.04359 -1.53884 -1.22 0.43 -1.62 0.0773
C 0.80822 0.24542 -2.23026 0.53 -0.38 -0.11 0.0303
C 2.05140 0.99458 -2.52462 0.75 0.83 0.19 0.0777
C -0.87547 2.13038 -2.85489 -0.03 0.68 -0.44 0.0286
C -1.17756 -2.62793 -0.93295 -0.48 -0.08 0.47 0.0079
C 1.92531 -1.84810 -1.15346 0.55 -0.24 -0.01 0.0457
Re 0.08560 0.48846 -0.30969 -1.60 1.57 5.71 1.6683
Cl -4.01277 -1.40509 1.83941 -0.08 -0.14 -0.13 0.0032
Cl -1.46600 2.31464 0.57623 -0.08 -0.34 -0.19 0.0979
Cl 0.50187 -2.17066 1.97525 -0.18 -1.58 0.27 0.0105
H -3.37908 0.80592 -1.70611 0.13 -0.01 0.13 0.0014
H -3.44070 -0.93503 -1.45576 0.21 0.15 0.09 0.0006
H -3.00348 -0.26650 -3.05816 -0.04 -0.04 0.28 -0.0007
H -1.97707 -2.59814 -0.18761 0.04 -0.12 0.06 0.0010
H -0.37842 -3.29265 -0.60576 -0.13 0.00 0.15 0.0008
H -1.57911 -3.02370 -1.87608 -0.02 0.01 0.12 0.0013
H 1.69375 -2.45561 -0.29480 -0.04 -0.24 0.32 0.0016
H 2.77027 -1.21239 -0.88387 0.01 0.07 0.02 0.0212
H 2.25626 -2.50322 -1.95301 0.06 -0.22 -0.32 0.0105
H 2.93531 0.36014 -2.51241 0.01 -0.09 -0.13 0.0179
H 2.22018 1.74476 -1.72931 0.13 -0.16 -0.44 0.0353
H 2.03149 1.56242 -3.45288 -0.08 -0.14 -0.30 0.0107
H -1.80157 2.51792 -2.43904 -0.05 -0.06 0.18 0.0017
H -0.99241 2.12266 -3.94280 -0.01 -0.17 -0.13 0.0055
H -0.09762 2.86667 -2.64003 0.00 -0.03 0.09 0.0090
O 1.24535 1.95447 0.52066 -1.60 0.12 -1.22 0.3511
H 0.56965 2.58897 0.79941 -0.02 0.98 0.59 0.0199
C -0.82054 -0.18432 3.87480 -0.68 0.07 -0.29 0.0053
C 0.31945 0.33884 3.00299 -0.44 -0.15 -0.72 0.0195
C 1.57140 0.38686 3.82273 1.15 0.09 0.55 0.0365
C 0.60389 -0.46583 1.68322 -0.26 1.94 -0.62 0.0839
H -0.55150 -1.09007 4.43114 0.00 0.01 -0.27 0.0002
H -1.71393 -0.37828 3.25813 0.18 -0.09 0.29 0.0009
H -1.09227 0.57231 4.63350 0.15 -0.12 -0.31 0.0009
H -0.00647 1.33944 2.67620 0.37 -0.22 0.19 0.0039
H 1.81178 -0.62444 4.20430 -0.11 0.32 -0.15 0.0008
H 2.44356 0.72059 3.23499 -0.25 0.03 0.20 0.0341
H 1.47463 1.05008 4.69667 -0.01 -0.11 -0.15 0.0054
H 2.11288 2.06620 0.82434 2.95 0.56 0.99 0.1266
H 1.65976 -0.29647 1.40574 0.12 -0.11 0.46 0.0273
```
Positions in Å, forces in eV/Å.

Calculated values
ΔE to the lowest compared entry with this formula, charge and spin: 27.23 kcal per mole
total charge: -2
orbital gap (alpha / beta): 2.65 / 6.53 eV
multiplicity: 4
HOMO level (alpha / beta): 2.2 / -1.7 eV